40
Properties=species:S:1:pos:R:3:forces:R:3 method="wB97M-V/def2-TZVPD" e_above_lowest_kcal_mol=338.22 e_tot_ha=-918.3365 orbital_gap_ev=7.122 total_charge=0
C -2.864911 -0.388720 0.877368 0.8 0.2 0.1
C -1.584429 -0.724854 -0.142958 -0.7 -0.3 0.3
C -0.428469 -1.428243 0.783501 -1.5 -0.1 0.7
O 0.912427 -1.479050 0.170781 1.3 1.0 4.0
C 1.828908 -1.212617 1.327378 2.3 0.0 2.5
C 2.746362 0.160938 1.229167 0.8 -2.4 4.2
C 3.719865 0.491060 2.508180 -2.5 -2.5 -1.6
C 3.824790 -0.495379 3.848408 -0.2 0.0 -0.2
N 4.750341 -0.043777 4.942197 -2.9 -5.6 1.1
C 4.801068 -1.016954 6.085335 -1.9 -0.2 -3.2
C 3.933886 -2.393861 6.109621 -0.7 1.0 -1.9
N 2.960357 -2.862045 5.064124 4.5 5.9 0.6
C 2.948843 -1.862434 3.942697 -0.7 0.3 -1.6
C 1.946623 -2.199525 2.650985 0.9 2.8 -1.8
H -2.404553 0.057055 1.883451 -1.2 -0.8 -2.2
H -3.638711 0.369406 0.385510 1.8 -1.7 1.1
H -3.394221 -1.395847 1.156077 0.9 1.9 -0.6
H -1.157658 0.243171 -0.662000 -0.9 -2.0 1.2
H -2.050293 -1.453191 -0.966241 1.4 1.5 1.7
H -0.317080 -0.785613 1.778662 -0.6 -1.4 -2.1
H -0.724235 -2.546110 1.071201 0.4 2.4 -0.5
H 2.650791 0.819513 0.256082 0.4 -1.4 2.4
H 4.381823 1.455811 2.461151 -1.4 -2.2 0.3
H 5.528474 -0.760089 6.987831 -1.8 -0.6 -2.2
H 4.078953 -3.101972 7.059433 -0.5 1.7 -2.4
H 1.258979 -3.167782 2.631003 1.8 2.3 0.3
O -3.118381 1.762370 -1.814773 0.9 0.0 -2.0
C -2.783094 1.625704 -2.987853 -0.7 0.3 1.4
O -1.794189 2.384029 -3.510197 0.2 0.0 0.6
C -1.214051 2.188814 -4.812505 -0.1 0.0 -0.2
C -2.045090 2.870385 -5.882047 -0.2 0.1 0.0
C -3.524957 0.678382 -3.886833 0.1 -0.6 -0.1
H -1.053154 1.125669 -5.015372 -0.1 0.1 0.1
H -0.221461 2.650786 -4.781939 -0.2 -0.1 0.3
H -3.052665 2.452044 -5.938114 0.1 -0.1 0.0
H -1.571843 2.765714 -6.862940 0.0 0.0 0.1
H -2.158054 3.936203 -5.656476 0.1 -0.2 0.0
H -4.437052 1.165441 -4.243868 0.1 -0.1 0.1
H -3.791138 -0.210990 -3.309348 -0.1 0.3 0.0
H -2.942801 0.326557 -4.736676 -0.1 0.2 -0.1

14
Properties=species:S:1:pos:R:3:forces:R:3 method="wB97M-V/def2-TZVPD" e_above_lowest_kcal_mol=74.06 e_tot_ha=-311.7014 orbital_gap_ev=10.164 total_charge=0
C 0.666930 -1.242725 0.287886 2.8 -2.7 1.4
C -0.641270 -0.764596 -0.196176 0.6 1.7 -1.2
C -0.898529 0.409478 0.738397 -4.4 1.0 2.0
C -0.376456 1.433047 -0.191526 3.0 -2.3 -1.6
H 1.192406 -1.963741 -0.398564 -0.2 1.1 0.2
H 0.644583 -1.937658 1.311371 -0.4 2.2 -2.2
H -1.204454 -1.668794 -0.474558 -0.6 0.7 0.5
H -0.207516 0.490449 1.527864 -0.2 -0.8 1.8
H -1.985240 0.640149 1.035442 1.6 -0.7 -0.2
H -0.843115 2.302082 -0.490386 -1.4 1.8 -0.2
H 0.705778 1.656094 0.250825 -2.1 -0.1 -2.1
H 0.032507 0.219780 -2.221562 -1.8 0.1 3.3
N -0.641440 0.314842 -1.289085 3.1 0.1 -1.7
F 1.516786 -0.105942 0.516853 0.2 -2.2 0.0

19
Properties=species:S:1:pos:R:3:forces:R:3 method="wB97M-V/def2-TZVPD" e_above_lowest_kcal_mol=52.76 e_tot_ha=-348.1207 orbital_gap_ev=9.953 total_charge=0
C -0.898539 0.689661 -2.378246 0.7 -1.9 0.2
C 0.566017 0.859401 -1.984037 1.2 2.0 1.0
C 1.873015 -1.387224 0.905707 0.7 1.4 1.0
O 0.610218 -2.075618 0.975362 1.2 0.1 -0.2
C 1.815136 -0.427971 -0.257159 -0.1 -0.3 -0.9
C 0.859536 0.470451 -0.547848 0.4 -0.8 -0.3
H -1.069292 0.869592 -3.439635 -0.3 0.8 0.3
H -1.566231 1.108388 -1.634797 -0.3 0.6 -0.4
H -1.078727 -0.400029 -2.325803 -0.1 0.2 0.2
H 0.909100 1.942681 -1.929262 -0.6 -0.8 -1.0
H 1.221733 0.296945 -2.664267 -0.1 0.3 0.2
H 2.109065 -0.829196 1.829339 -0.8 -0.3 0.0
H 2.757072 -2.040850 0.816861 -0.6 -0.2 -0.3
H 0.493591 -2.220594 0.025612 -0.7 -0.3 0.3
H 2.498455 -0.680691 -1.079149 -0.4 -0.1 0.0
H 0.260623 0.989423 0.203252 -0.2 -0.6 0.1
H -4.308314 1.305971 4.027578 0.0 0.0 0.1
H -3.196460 0.437671 4.605468 0.0 0.0 0.0
O -3.855998 1.091989 4.851022 -0.1 0.1 -0.1

71
Properties=species:S:1:pos:R:3:forces:R:3 method="wB97M-V/def2-TZVPD" e_above_lowest_kcal_mol=13.35 e_tot_ha=-4655.1377 orbital_gap_ev=6.064 total_charge=-1
Pd 0.636494 0.300784 -2.412115 0.0 0.1 -0.3
C -1.518393 4.557241 2.072799 0.0 0.0 0.0
N -1.098908 4.535110 0.692675 0.0 0.0 0.1
C -1.519127 5.391881 -0.310867 0.0 0.0 -0.1
C -0.854271 5.038677 -1.426818 -0.2 0.0 0.0
N -0.038038 3.972597 -1.105029 0.0 0.1 0.0
C -0.174571 3.654077 0.213163 0.2 0.0 0.0
S 0.620916 2.481677 1.101647 0.0 0.0 0.0
C 0.773655 3.289695 -2.078638 0.1 -0.1 0.2
C 2.067853 3.676653 -2.238051 0.0 -0.1 -0.1
C 2.823277 2.998498 -3.235910 0.0 0.1 0.1
C 2.214218 2.060221 -4.003191 0.0 0.0 -0.1
C 0.822107 1.731511 -3.807162 0.1 0.1 0.2
N 0.104346 2.368419 -2.798849 -0.1 0.0 -0.1
H -2.296878 5.309592 2.187641 0.0 0.0 0.0
H -0.674408 4.790052 2.722629 0.0 0.0 0.0
H -1.903454 3.579494 2.360443 0.0 0.0 0.0
H -2.250562 6.160389 -0.139281 0.0 0.0 0.0
H -0.900001 5.424144 -2.428480 0.0 0.0 0.0
H 2.483618 4.457094 -1.617196 0.0 0.0 0.0
H 3.871091 3.232840 -3.378822 0.0 0.0 0.0
H 2.760085 1.535536 -4.777050 0.0 0.0 0.0
H 0.250710 1.382210 -4.665296 0.0 0.0 0.0
C 4.123857 -1.102012 -2.908020 0.0 0.0 0.0
Si 2.716655 -1.947834 -3.842292 -0.1 0.0 0.0
C 3.025132 -3.822123 -3.725705 0.0 0.0 0.0
C 2.958211 -1.544670 -5.679946 0.0 0.0 0.0
O 1.274790 -1.561140 -3.301809 0.0 0.0 0.1
H 5.111924 -1.396313 -3.276843 0.0 0.0 0.0
H 4.072125 -1.344840 -1.842305 0.0 0.0 0.0
H 4.029303 -0.016341 -2.987559 0.0 0.0 0.0
H 3.872784 -4.142544 -4.338879 0.0 0.0 0.0
H 2.134415 -4.357806 -4.067582 0.0 0.0 0.0
H 3.223639 -4.133735 -2.696168 0.0 0.0 0.0
H 3.966922 -1.802177 -6.020088 0.0 0.0 0.0
H 2.794712 -0.484584 -5.888330 0.0 0.0 0.0
H 2.241965 -2.103690 -6.288772 0.0 0.0 0.0
I -1.799478 -4.229992 -2.717251 0.0 0.0 0.0
C -0.424243 -3.230079 -1.510829 -0.2 0.0 -0.1
C 0.735951 -3.849677 -1.105447 0.1 0.0 0.1
C 1.643375 -3.108769 -0.361539 -0.1 0.0 0.0
C 1.339039 -1.794243 -0.066089 0.1 0.1 0.2
N 0.201484 -1.205734 -0.431082 0.0 0.1 -0.2
C -0.657874 -1.910435 -1.156697 -0.2 -0.1 0.1
H 0.944192 -4.874567 -1.381248 0.0 0.0 0.0
H 2.577850 -3.543649 -0.033973 0.0 0.0 0.0
H 2.010659 -1.174673 0.517424 0.1 0.0 -0.1
H -1.575425 -1.405139 -1.437278 0.0 0.0 -0.1
C -0.858717 -2.456515 2.776014 -0.1 0.0 0.0
As -0.424306 -0.538745 2.717874 0.0 0.0 0.0
C -2.060974 0.027530 1.808410 0.0 0.0 -0.1
C -0.956862 -0.059187 4.589110 0.0 0.0 0.0
C -2.297947 -0.515263 5.048496 0.0 0.0 0.0
C -2.466293 -1.754301 5.668856 0.0 0.0 0.0
C -3.719858 -2.194647 6.067448 0.0 0.0 0.0
C -4.839244 -1.402324 5.855059 0.0 0.0 0.0
C -4.688638 -0.165526 5.243686 0.0 0.0 0.0
C -3.433648 0.270983 4.847358 0.0 0.0 0.0
H -1.866527 -2.634421 3.152973 0.0 0.0 0.0
H -0.138114 -2.988209 3.399021 0.0 0.0 0.0
H -0.783338 -2.850742 1.761409 0.0 0.0 0.0
H -2.948453 -0.461209 2.211132 0.0 0.0 0.0
H -1.942077 -0.216201 0.754024 0.0 0.0 0.0
H -2.149633 1.110413 1.885177 0.0 0.0 0.0
H -0.882852 1.029797 4.616562 0.0 0.0 0.0
H -0.165971 -0.458549 5.226510 0.0 0.0 0.0
H -1.597648 -2.380305 5.838570 0.0 0.0 0.0
H -3.823206 -3.160784 6.545966 0.0 0.0 0.0
H -5.818716 -1.744825 6.163793 0.0 0.0 0.0
H -5.553475 0.464008 5.073566 0.0 0.0 0.0
H -3.325224 1.237395 4.369052 0.0 0.0 0.0